## w
Molecular formula: C2H2FN3O
Method: DFT, ωB97M-V/def2-TZVPD

XYZ file:
```
9
Properties=species:S:1:pos:R:3
N 1.52202 -1.49124 1.35790
C 0.91698 -1.12984 0.33447
N 0.64542 -0.29709 -0.51814
F 0.80496 -0.50331 -1.82722
H 1.14076 -2.05158 2.10794
N -1.05259 1.98789 -0.45988
C -1.42451 0.82255 -0.29352
O -2.18937 -0.04561 -0.11033
H -0.36367 2.70824 -0.59123
```

For the orbital gap, the calculation gives 0.385 Eh. The value obtained for the LUMO energy is -0.036 eV. Its HOMO energy is -10.51 eV.

Mulliken population analysis, charges in e, atoms 1 to 2:
1 N -0.429
2 C 0.454


## x
Molecular formula: C2H2FN3O
Method: DFT, ωB97M-V/def2-TZVPD

XYZ file:
```
9
Properties=species:S:1:pos:R:3
H -0.02513 1.99237 -1.55931
N -0.77859 1.52965 -1.04540
C -0.30378 0.58566 -0.36399
N -0.94188 -0.23963 0.54280
N -0.13521 -1.21401 1.04251
C 0.96947 -1.00003 0.40952
F 2.07118 -1.69014 0.44858
O 0.96616 0.05531 -0.46627
H -1.82221 -0.01918 0.99155
```

For the orbital gap, the calculation gives 0.359 Eh. The value obtained for the LUMO energy is 0.757 eV. Its HOMO energy is -9.00 eV.

Mulliken population analysis, charges in e, atoms 1 to 2:
1 H 0.265
2 N -0.668


So which one is most stable? That would be x, about 298.3 kJ/mol below the next structure.


## w
Molecular formula: C2H13N2O2
Method: DFT, ωB97M-V/def2-TZVPD

XYZ file:
```
19
Properties=species:S:1:pos:R:3
C 0.62457 -0.38303 -1.75186
N -0.28396 -0.26923 -2.89337
C 0.05011 0.28352 -0.54336
N -1.23170 -0.30671 -0.22723
H 1.51179 0.26592 -2.15236
H 0.90066 -1.42696 -1.39367
H -0.03517 0.60576 -3.31263
H -0.43631 -0.99488 -3.50364
H -0.17361 1.27355 -0.74102
H 0.76671 0.05671 0.26039
H -1.16758 -1.34477 -0.02940
H -1.66626 0.10706 0.59307
H -1.89896 -0.04859 -1.00977
H -3.39093 1.24319 1.96092
H -2.09380 1.92322 2.61267
O -2.48141 1.41947 1.87088
H 3.02772 -0.84426 2.96838
H 4.28035 -1.17908 3.82121
O 3.69777 -0.38089 3.47077
```

For the orbital gap, the calculation gives 0.378 Eh. The value obtained for the LUMO energy is -3.313 eV. Its charge is +1. Its HOMO energy is -13.59 eV.

Mulliken population analysis, charges in e, atoms 1 to 2:
1 C -0.469
2 N -0.474


## x
Molecular formula: C2H13N2O2
Method: DFT, ωB97M-V/def2-TZVPD

XYZ file:
```
19
Properties=species:S:1:pos:R:3
N 0.10356 -0.45543 -1.19618
C -0.74467 0.69410 -0.51322
C -0.06506 0.95144 0.84353
N -0.96800 1.67030 1.81598
H -0.26248 -1.48557 -0.92072
H 1.20190 -0.36473 -0.90531
H -0.06848 -0.27456 -2.19130
H -1.78827 0.20644 -0.27352
H -0.83178 1.62562 -1.19032
H 0.88076 1.59791 0.67549
H 0.09422 -0.04595 1.19853
H -1.22590 2.62519 1.53248
H -0.54733 1.69137 2.74428
H -2.18131 -1.90231 0.96849
H -1.66662 -3.23093 0.40564
O -1.65797 -2.29176 0.23845
H 3.36138 0.20895 -0.63793
H 3.52190 -0.82944 -1.55857
O 2.84414 -0.39063 -1.03580
```

For the orbital gap, the calculation gives 0.368 Eh. The value obtained for the LUMO energy is -2.931 eV. Its charge is +1. Its HOMO energy is -12.96 eV.

Mulliken population analysis, charges in e, atoms 1 to 2:
1 N -0.333
2 C -0.413


So which one is most stable? That would be x, about 19.1 kJ/mol below the next structure.


## w
Molecular formula: C4H9NO
Method: DFT, ωB97M-V/def2-TZVPD

XYZ file:
```
15
Properties=species:S:1:pos:R:3
C 0.11502 1.37928 -0.49200
C 0.71587 0.07533 -0.69504
O 1.76959 -0.16547 0.02228
C -0.70286 -0.52437 -0.10511
C -0.50320 -1.69768 0.78483
N -0.97666 -0.43408 1.31789
H 1.82763 2.06375 -0.47141
H -0.56899 1.82588 -1.21471
H 0.03578 1.71694 0.53643
H 0.69402 -0.25715 -1.75298
H 2.19413 1.35618 -0.19607
H -1.52804 -0.55507 -0.81333
H 0.52671 -1.93322 1.03754
H -1.19906 -2.53025 0.69204
H -1.97796 -0.44435 1.49244
```

For the orbital gap (alpha / beta), the calculation gives 0.326 / 0.326 Eh. The value obtained for the LUMO energy (alpha / beta) is -0.200 / -0.200 eV. Its HOMO energy (alpha / beta) is -9.06 / -9.06 eV.

Mulliken population analysis, charges in e, atoms 1 to 2:
1 C -1.066
2 C 0.605


## x
Molecular formula: C4H9NO
Method: DFT, ωB97M-V/def2-TZVPD

XYZ file:
```
15
Properties=species:S:1:pos:R:3
C 0.51950 -1.12008 1.32434
C 1.08587 -0.07521 0.36816
C 0.09952 1.05063 0.05107
N -1.15545 0.58810 -0.52807
C -1.25925 0.11124 -1.79315
O -0.33773 -0.01072 -2.57602
H 1.24398 -1.91782 1.51814
H 0.24974 -0.67355 2.28993
H -0.37981 -1.58284 0.90355
H 1.38457 -0.54132 -0.57652
H 1.98600 0.38173 0.80039
H 0.56257 1.75985 -0.64408
H -0.15272 1.59895 0.96592
H -2.00726 0.64107 0.00640
H -2.30423 -0.16083 -2.04662
```

For the orbital gap, the calculation gives 0.392 Eh. The value obtained for the LUMO energy is 0.849 eV. Its HOMO energy is -9.82 eV.

Mulliken population analysis, charges in e, atoms 1 to 2:
1 C -1.113
2 C -0.345


So which one is most stable? That would be x, about 618.7 kJ/mol below the next structure.


## w
Molecular formula: C4H9NO
Method: DFT, ωB97M-V/def2-TZVPD

XYZ file:
```
15
Properties=species:S:1:pos:R:3
C -0.92291 1.19314 0.19877
N -0.42446 -0.16457 0.38377
C -1.33421 -1.14937 -0.19304
C 0.85067 -0.22543 -0.24999
C 2.09578 0.16134 0.40155
O 1.79034 -1.20376 0.11338
H -1.95197 1.27002 0.56134
H -0.29909 1.89333 0.76400
H -0.90921 1.50412 -0.86499
H -1.53448 -0.97108 -1.26747
H -2.28977 -1.12618 0.34297
H -0.90308 -2.14827 -0.08601
H 0.82507 -0.06425 -1.33870
H 2.17864 0.36798 1.46155
H 2.82868 0.66298 -0.22714
```

For the orbital gap, the calculation gives 0.377 Eh. The value obtained for the LUMO energy is 1.129 eV. Its HOMO energy is -9.14 eV.

Mulliken population analysis, charges in e, atoms 1 to 2:
1 C -0.934
2 N -0.184


## x
Molecular formula: C4H9NO
Method: DFT, ωB97M-V/def2-TZVPD

XYZ file:
```
15
Properties=species:S:1:pos:R:3
C 2.28004 -0.35007 0.39783
C 1.26629 0.68569 -0.17321
C -0.13202 0.06861 0.07202
O -0.18953 -0.86425 0.86028
N -1.31246 0.43600 -0.52673
C -2.50946 -0.32551 -0.14624
H 1.82440 -1.33484 0.48429
H 3.18945 -0.44574 -0.20337
H 2.56307 -0.09643 1.42464
H 1.38658 1.66391 0.32548
H 1.53259 0.93301 -1.20961
H -1.43591 1.22894 -1.13909
H -3.28351 -0.15086 -0.89777
H -2.27421 -1.39488 -0.11281
H -2.90533 -0.05359 0.84429
```

For the orbital gap, the calculation gives 0.387 Eh. The value obtained for the LUMO energy is 0.975 eV. Its HOMO energy is -9.57 eV.

Mulliken population analysis, charges in e, atoms 1 to 2:
1 C -1.017
2 C -0.318


## y
Molecular formula: C4H9NO
Method: DFT, ωB97M-V/def2-TZVPD

XYZ file:
```
15
Properties=species:S:1:pos:R:3
C -2.21271 0.10159 -0.46907
C -0.74504 -0.32013 -0.53657
N -0.29857 0.79730 0.36195
C 0.61768 0.20367 1.00437
C 1.97327 -0.12343 0.47643
O 2.20393 0.08937 -0.88417
H -2.75274 -0.35217 -1.28468
H -2.57592 -0.24702 0.50673
H -2.34185 1.19046 -0.45363
H -0.75594 -1.31651 -0.04324
H -0.19847 -0.47276 -1.47723
H 0.46588 0.01353 2.06928
H 2.32087 -1.11804 0.74867
H 2.52927 0.60903 1.10032
H 1.75609 0.91160 -1.13772
```

For the orbital gap, the calculation gives 0.324 Eh. The value obtained for the LUMO energy is 0.634 eV. Its HOMO energy is -8.19 eV.

Mulliken population analysis, charges in e, atoms 1 to 2:
1 C -1.180
2 C -0.218


So which one is most stable? That would be x, about 170.3 kJ/mol below the next structure.


## w
Molecular formula: C3H9N2OP
Method: DFT, ωB97M-V/def2-TZVPD

XYZ file:
```
16
Properties=species:S:1:pos:R:3
N -3.33408 -0.46173 -0.22648
O -2.23630 0.48663 -0.29452
P -0.99502 -0.00466 0.66518
N -0.29872 -1.42417 0.51487
C 1.11830 -1.13133 -0.04425
C 1.56779 0.35846 0.24929
C 0.26750 1.27215 0.41433
H -2.87853 -1.38137 0.02420
H -3.65761 -0.38502 -1.22752
H -1.64874 -0.05227 1.89738
H 1.23476 -1.42635 -1.11151
H 1.73732 -1.77394 0.62459
H 2.17104 0.27127 1.11531
H 2.23194 0.84877 -0.54379
H 0.48640 2.10905 1.02990
H -0.05131 1.84634 -0.54778
```

For the orbital gap, the calculation gives 0.356 Eh. The value obtained for the LUMO energy is 0.983 eV. Its HOMO energy is -8.71 eV.

Mulliken population analysis, charges in e, atoms 1 to 2:
1 N -0.508
2 O -0.305


## x
Molecular formula: C3H9N2OP
Method: DFT, ωB97M-V/def2-TZVPD

XYZ file:
```
16
Properties=species:S:1:pos:R:3
C 0.03406 -0.62155 1.08131
C 0.47892 -0.54820 -0.26626
C 0.17556 -1.82277 -1.00671
N 0.81780 2.07207 1.23811
N -0.16478 0.65263 -0.82776
O -1.63527 2.41712 0.38883
P -0.05298 2.22999 -0.09694
H -0.99022 -0.70374 1.22680
H 0.62855 -1.10266 1.80057
H 1.49411 -0.21808 -0.35288
H 0.70545 -2.58501 -0.56989
H 0.46265 -1.71273 -2.00648
H -0.92733 -2.03694 -1.09173
H 1.72463 1.68983 0.91752
H -0.94739 0.48303 -1.45031
H -1.80378 1.80700 1.01580
```

For the orbital gap (alpha / beta), the calculation gives 0.318 / 0.270 Eh. The value obtained for the LUMO energy (alpha / beta) is 0.097 / -1.132 eV. Its HOMO energy (alpha / beta) is -8.56 / -8.48 eV.

Mulliken population analysis, charges in e, atoms 1 to 2:
1 C -0.898
2 C 0.578


So which one is most stable? That would be w, about 25.9 kJ/mol below the next structure.


## w
Molecular formula: C5H10N2
Method: DFT, ωB97M-V/def2-TZVPD

XYZ file:
```
17
Properties=species:S:1:pos:R:3
C -0.86910 0.29023 -1.74932
C 2.28587 0.35956 1.14469
C -0.71489 -0.50305 -0.47297
C 0.90579 0.05815 0.67444
N -1.69598 -1.45163 -0.26022
C -0.32231 0.77947 0.93724
N 0.58374 -0.93371 -0.11643
H -1.55284 -2.09964 0.49958
H -2.50611 -1.49764 -0.85852
H -0.81051 -0.39012 -2.60714
H -1.83378 0.80068 -1.78464
H -0.08103 1.03546 -1.83457
H 2.55170 1.38286 0.86211
H 2.34720 0.29547 2.23363
H 3.00435 -0.32810 0.69799
H -0.30685 1.86955 0.96303
H -0.98526 0.33246 1.67107
```

For the orbital gap, the calculation gives 0.332 Eh. The value obtained for the LUMO energy is 1.085 eV. Its HOMO energy is -7.95 eV.

Mulliken population analysis, charges in e, atoms 1 to 2:
1 C -1.437
2 C -1.162


## x
Molecular formula: C5H10N2
Method: DFT, ωB97M-V/def2-TZVPD

XYZ file:
```
17
Properties=species:S:1:pos:R:3
H 0.24176 -2.31247 0.29440
N 1.12842 -1.82287 0.23858
C 1.05757 -0.58014 0.12396
N 2.31304 0.21398 -0.14443
C -0.02957 0.41794 -0.04578
C -0.16961 0.91148 -1.48398
C -1.37618 -0.35339 0.37665
C -1.97077 -0.19992 1.54510
H 2.44812 1.03520 0.42622
H 3.12619 -0.38211 -0.20687
H 0.09938 1.23880 0.66318
H 0.69916 1.50370 -1.76071
H -1.06585 1.52203 -1.57909
H -0.24705 0.06998 -2.16976
H -1.79283 -1.01125 -0.37807
H -1.56148 0.44195 2.31241
H -2.90028 -0.69291 1.78820
```

For the orbital gap, the calculation gives 0.387 Eh. The value obtained for the LUMO energy is 1.054 eV. Its HOMO energy is -9.48 eV.

Mulliken population analysis, charges in e, atoms 1 to 2:
1 H 0.308
2 N -0.735


## y
Molecular formula: C5H10N2
Method: DFT, ωB97M-V/def2-TZVPD

XYZ file:
```
17
Properties=species:S:1:pos:R:3
C -2.20895 -0.42418 -0.10383
C -1.34662 -0.20190 -1.31401
N -0.09598 0.31162 -1.26843
C 0.57022 -0.68898 -0.61972
C 1.43961 -0.42029 0.54620
C 2.10035 0.90590 0.70025
N 1.04566 0.50177 1.62179
H -1.66122 -0.20081 0.81794
H -2.56991 -1.45771 -0.02367
H -3.10926 0.20898 -0.14960
H -1.84578 -0.24505 -2.28776
H 0.28362 1.07683 -1.82540
H 0.55948 -1.67649 -1.06214
H 1.97420 -1.29132 0.91877
H 3.10289 0.96614 1.11768
H 1.87138 1.68097 -0.03054
H 0.17975 0.96431 1.34856
```

For the orbital gap (alpha / beta), the calculation gives 0.290 / 0.294 Eh. The value obtained for the LUMO energy (alpha / beta) is 0.793 / 0.879 eV. Its HOMO energy (alpha / beta) is -7.11 / -7.11 eV.

Mulliken population analysis, charges in e, atoms 1 to 2:
1 C -0.778
2 C -0.321


## z
Molecular formula: C5H10N2
Method: DFT, ωB97M-V/def2-TZVPD

XYZ file:
```
17
Properties=species:S:1:pos:R:3
C -2.51822 -0.89208 0.45147
C -1.66838 -1.16665 -0.53708
C -0.06660 -0.98581 -0.43043
C 0.29364 0.26413 -0.43149
C -0.31833 1.59485 -0.19122
N 1.92410 0.28345 -0.41290
N 2.53010 -0.34448 0.68745
H -2.20942 -0.35470 1.34316
H -3.54955 -1.23472 0.42103
H -1.99387 -1.72136 -1.41425
H 0.48928 -1.90694 -0.52548
H -0.01758 1.91895 0.81558
H -1.40667 1.59924 -0.28138
H 0.04466 2.32797 -0.91879
H 2.23624 1.24615 -0.56476
H 2.82918 0.21445 1.48935
H 3.40142 -0.84245 0.49974
```

For the orbital gap, the calculation gives 0.352 Eh. The value obtained for the LUMO energy is 1.099 eV. Its HOMO energy is -8.47 eV.

Mulliken population analysis, charges in e, atoms 1 to 2:
1 C -0.690
2 C -0.296


So which one is most stable? That would be x, about 70.4 kJ/mol below the next structure.